Record 1
9
Properties=species:S:1:pos:R:3:mulliken_charge:R:1 method="wB97M-V/def2-TZVPD" energy_ha=-3447.14468 orbital_gap_ev=8.44 total_charge=0 homo_energy_ev=-9.271 lumo_energy_ev=-0.83 multiplicity=1
O 1.825 -1.132 0.166 -0.457
B 1.110 -0.059 -0.241 0.577
O 1.549 1.189 -0.032 -0.413
S -0.547 -0.427 -1.068 -0.463
I -2.298 -0.094 0.903 0.290
H 1.876 -1.791 -0.531 0.316
H 0.888 1.857 -0.230 0.310
H -0.593 0.553 -1.982 0.189
Br -3.809 -0.096 3.015 -0.349


Record 2
7
Properties=species:S:1:pos:R:3:mulliken_charge:R:1 method="wB97M-V/def2-TZVPD" energy_ha=-3875.00436 orbital_gap_ev="7.57 / 6.92" total_charge=0 homo_energy_ev="-9.669 / -9.606" lumo_energy_ev="-2.10 / -2.69" multiplicity=1
C 0.338 -1.089 0.785 -0.516
P -0.049 0.294 -0.250 0.540
Cl -1.989 -0.054 -0.757 -0.127
Cl -0.011 1.921 0.919 -0.138
Br 0.038 1.875 -2.669 -0.298
H 0.611 -2.073 0.270 0.283
H 1.062 -0.873 1.702 0.255


Record 3
132
Properties=species:S:1:pos:R:3:mulliken_charge:R:1 method="wB97M-V/def2-TZVPD" energy_ha=-4518.86411 orbital_gap_ev=8.46 total_charge=0 homo_energy_ev=-8.457 lumo_energy_ev=0.00 multiplicity=1
C 0.024 6.181 -0.049 -0.634
O -0.958 6.318 0.992 -0.299
P -0.823 5.588 2.382 0.847
O -1.745 6.149 3.349 -0.754
O -1.142 3.989 2.195 0.003
Cl -1.751 3.525 0.696 0.048
O 0.673 5.674 2.882 -0.339
C 1.729 4.873 2.316 -0.135
N 2.219 3.938 3.292 -0.231
H -0.306 6.762 -0.902 0.288
H 0.158 5.145 -0.360 0.260
H 0.982 6.564 0.301 0.331
H 1.413 4.322 1.430 0.027
H 2.493 5.579 1.983 0.293
H 2.737 3.235 2.776 0.047
H 2.933 4.398 3.848 0.289
O 1.991 2.555 -1.770 -0.857
P 3.042 1.546 -1.521 0.468
N 3.146 1.446 0.169 0.456
C 4.309 1.023 0.928 -0.935
C 1.875 1.224 0.850 -0.584
N 4.430 2.273 -2.179 0.310
C 5.754 2.168 -1.600 -1.147
C 4.250 3.566 -2.828 -1.005
N 3.528 -0.024 -1.936 0.180
C 3.660 -0.229 -3.399 -1.065
C 2.616 -1.083 -1.445 -0.942
H 4.590 -0.027 0.775 0.373
H 4.104 1.149 1.993 0.358
H 5.175 1.642 0.716 0.255
H 1.479 0.208 0.743 0.267
H 1.121 1.908 0.456 0.192
H 1.967 1.417 1.918 -0.102
H 5.902 2.873 -0.772 0.293
H 6.507 2.395 -2.361 0.364
H 5.960 1.156 -1.256 0.354
H 4.162 4.389 -2.107 0.273
H 3.366 3.570 -3.457 0.311
H 5.112 3.764 -3.470 0.331
H 2.711 -0.085 -3.927 0.350
H 4.004 -1.247 -3.579 0.367
H 4.396 0.449 -3.819 0.313
H 1.578 -0.907 -1.745 0.357
H 2.659 -1.168 -0.360 0.183
H 2.928 -2.051 -1.837 0.317
O -4.481 2.848 -3.833 -0.843
P -5.528 2.900 -2.797 0.487
N -6.932 3.393 -3.611 0.086
C -8.064 4.063 -2.999 -0.784
C -7.265 2.624 -4.806 -1.022
N -4.970 4.108 -1.744 0.503
C -5.825 5.062 -1.064 -1.101
C -3.681 4.712 -2.058 -1.237
N -6.224 1.983 -1.542 0.137
C -5.238 1.501 -0.547 -1.052
C -6.967 0.796 -2.018 -1.023
H -8.608 3.453 -2.263 0.302
H -8.774 4.341 -3.779 0.380
H -7.772 4.991 -2.521 0.208
H -7.642 1.616 -4.592 0.294
H -6.385 2.519 -5.440 0.282
H -8.026 3.145 -5.387 0.403
H -6.105 5.902 -1.713 0.297
H -5.298 5.476 -0.200 0.313
H -6.725 4.587 -0.677 0.358
H -3.746 5.451 -2.865 0.258
H -2.955 3.957 -2.349 0.416
H -3.292 5.213 -1.169 0.340
H -4.488 0.836 -0.989 0.326
H -5.765 0.956 0.236 0.428
H -4.726 2.336 -0.077 0.230
H -6.369 0.150 -2.669 0.365
H -7.867 1.094 -2.554 0.278
H -7.293 0.208 -1.161 0.375
O 3.123 -4.756 -2.293 -0.759
P 2.407 -5.942 -2.802 0.409
N 3.449 -6.634 -3.944 0.160
C 3.038 -7.474 -5.052 -0.805
C 4.814 -6.875 -3.482 -1.013
N 1.037 -5.267 -3.550 0.368
C 0.437 -5.765 -4.772 -1.126
C 0.911 -3.819 -3.457 -1.154
N 1.572 -7.331 -2.285 0.075
C 0.466 -7.038 -1.344 -1.069
C 2.440 -8.333 -1.625 -1.030
H 2.598 -8.435 -4.752 0.308
H 3.909 -7.693 -5.671 0.369
H 2.334 -6.966 -5.703 0.208
H 4.899 -7.710 -2.775 0.287
H 5.206 -5.985 -2.990 0.239
H 5.463 -7.092 -4.330 0.418
H 0.970 -5.419 -5.666 0.298
H -0.594 -5.406 -4.847 0.336
H 0.386 -6.852 -4.777 0.369
H 1.575 -3.302 -4.162 0.351
H 1.147 -3.479 -2.454 0.279
H -0.117 -3.518 -3.671 0.388
H 0.816 -6.569 -0.419 0.342
H -0.036 -7.971 -1.090 0.418
H -0.268 -6.385 -1.807 0.303
H 3.023 -7.915 -0.799 0.354
H 3.124 -8.782 -2.343 0.261
H 1.823 -9.139 -1.233 0.391
O 1.579 -0.554 4.250 -0.763
P 0.499 -0.645 5.252 0.553
N 0.440 0.872 5.993 0.186
C -0.064 1.146 7.324 -0.756
C 0.353 2.000 5.065 -0.865
N 1.076 -1.834 6.323 0.270
C 0.876 -1.803 7.758 -1.179
C 2.356 -2.450 5.995 -1.032
N -1.126 -1.125 5.428 0.104
C -1.384 -2.510 4.974 -1.076
C -2.080 -0.252 4.709 -1.087
H -1.140 0.960 7.448 0.312
H 0.113 2.197 7.557 0.363
H 0.468 0.581 8.082 0.231
H -0.628 2.091 4.581 0.232
H 1.094 1.898 4.281 -0.032
H 0.556 2.942 5.573 0.439
H 1.595 -1.144 8.263 0.306
H 1.008 -2.808 8.170 0.353
H -0.137 -1.496 8.013 0.373
H 3.208 -1.808 6.248 0.304
H 2.416 -2.690 4.938 0.294
H 2.454 -3.385 6.551 0.336
H -1.172 -2.647 3.908 0.330
H -2.433 -2.749 5.151 0.411
H -0.785 -3.218 5.539 0.308
H -1.834 -0.132 3.649 0.395
H -2.124 0.733 5.169 0.201
H -3.080 -0.678 4.781 0.433


Record 4
82
Properties=species:S:1:pos:R:3:mulliken_charge:R:1 method="wB97M-V/def2-TZVPD" energy_ha=-7230.46765 orbital_gap_ev="7.01 / 4.90" total_charge=+1 homo_energy_ev="-10.329 / -10.324" lumo_energy_ev="-3.32 / -5.43" multiplicity=6
Ru -0.123 -0.493 0.283 1.317
Br 1.436 -2.113 5.165 -0.079
C 0.383 -3.089 3.995 -0.256
C -0.083 -4.334 4.357 -0.470
C -0.883 -5.069 3.491 0.164
Br -1.483 -6.724 4.072 -0.120
C -1.247 -4.583 2.182 0.750
C -2.069 -5.265 1.272 -0.783
C -2.358 -4.678 0.064 -1.164
C -1.807 -3.428 -0.232 -0.698
N -1.012 -2.786 0.604 0.437
C -0.758 -3.337 1.791 -0.153
C 0.055 -2.509 2.704 0.555
O 0.409 -1.375 2.376 -0.455
H 0.168 -4.739 5.327 0.450
H -2.479 -6.233 1.530 0.370
H -3.004 -5.166 -0.653 0.460
H -2.025 -2.925 -1.167 0.760
C 2.141 -3.807 -1.128 -1.575
C 1.800 -2.782 -2.211 0.524
C 0.668 -3.318 -3.085 -1.465
P 1.532 -1.085 -1.502 0.327
C 3.237 -0.789 -0.807 0.841
C 3.248 -1.251 0.660 -1.476
C 3.777 0.642 -0.859 -1.707
C 1.160 -0.060 -3.005 0.509
C 1.559 1.416 -2.937 -1.579
C -0.360 -0.086 -3.250 -1.586
H 2.264 -4.790 -1.584 0.516
H 1.334 -3.884 -0.392 0.223
H 3.063 -3.578 -0.598 0.302
H 2.679 -2.642 -2.848 0.560
H -0.278 -3.357 -2.543 0.124
H 0.909 -4.337 -3.392 0.479
H 0.521 -2.733 -3.990 0.373
H 3.908 -1.428 -1.386 0.722
H 2.759 -0.504 1.290 0.115
H 4.281 -1.353 1.003 0.526
H 2.745 -2.201 0.831 0.167
H 3.051 1.370 -0.485 0.145
H 4.079 0.938 -1.859 0.350
H 4.662 0.702 -0.221 0.529
H 1.677 -0.539 -3.843 0.707
H 1.176 1.890 -2.031 0.180
H 1.104 1.932 -3.785 0.497
H 2.627 1.583 -2.993 0.319
H -0.874 0.516 -2.501 0.224
H -0.808 -1.075 -3.234 0.304
H -0.568 0.356 -4.227 0.517
N -9.633 2.598 -1.213 -0.459
C -8.553 2.242 -1.051 -0.084
C -7.190 1.795 -0.848 0.536
C -6.579 1.970 0.389 -0.612
C -5.277 1.545 0.581 -0.482
C -4.569 0.937 -0.456 0.492
C -5.192 0.766 -1.692 -0.394
C -6.494 1.191 -1.889 -0.647
C -3.211 0.493 -0.250 0.744
C -2.073 0.106 -0.066 -1.761
H -7.129 2.440 1.194 0.451
H -4.795 1.678 1.540 0.458
H -4.644 0.298 -2.500 0.451
H -6.976 1.059 -2.848 0.442
C 2.168 6.067 0.291 -1.321
C 2.621 5.508 1.636 0.762
C 3.787 4.535 1.480 -1.332
C 1.477 4.877 2.420 -1.061
N 1.123 3.535 1.938 0.614
C 1.429 2.347 2.450 -0.413
N 0.986 1.422 1.634 -0.040
N 0.392 2.081 0.616 0.546
N 0.467 3.350 0.784 -1.083
H 3.023 6.463 -0.260 0.392
H 1.449 6.877 0.419 0.384
H 1.701 5.296 -0.326 0.239
H 2.948 6.340 2.266 0.288
H 3.542 3.736 0.771 0.155
H 4.070 4.071 2.429 0.353
H 4.663 5.056 1.095 0.457
H 0.571 5.479 2.375 0.368
H 1.752 4.749 3.466 0.380
H 1.956 2.194 3.377 0.402


Record 5
16
Properties=species:S:1:pos:R:3:mulliken_charge:R:1 method="wB97M-V/def2-TZVPD" energy_ha=-835.66663 orbital_gap_ev=6.11 total_charge=-1 homo_energy_ev=-2.857 lumo_energy_ev=3.26 multiplicity=1
H -2.936 2.159 -0.288 0.198
N -1.894 1.971 -0.301 -0.757
C -1.513 0.797 -0.068 0.390
S -2.421 -0.652 0.134 -0.291
C -1.043 -1.715 0.052 -0.782
C 0.120 -1.032 0.063 0.663
C 1.522 -1.683 0.118 -1.185
C 0.145 0.347 -0.119 -0.269
C 1.115 1.333 -0.127 0.593
O 2.358 1.076 -0.158 -0.722
O 0.664 2.626 0.140 -0.573
H -1.059 -2.692 0.314 0.462
H 2.097 -1.063 0.744 0.300
H 1.183 -2.652 0.559 0.322
H 1.918 -1.497 -0.914 0.261
H -0.255 2.678 -0.150 0.390


Record 6
40
Properties=species:S:1:pos:R:3:mulliken_charge:R:1 method="wB97M-V/def2-TZVPD" energy_ha=-1060.75152 orbital_gap_ev=1.79 total_charge=0 homo_energy_ev=-3.652 lumo_energy_ev=-1.86 multiplicity=1
Rb -3.998 3.494 4.094 0.763
C -3.313 -1.651 -3.332 -1.838
C -2.162 -2.536 -2.754 1.819
C -0.999 -2.247 -3.727 -1.443
C 0.341 -2.635 -3.146 -0.694
C 0.563 -1.900 -1.872 -1.296
C -0.543 -2.267 -0.774 1.435
N -1.905 -2.077 -1.368 0.234
O -3.023 -2.192 -0.387 -0.787
C -0.222 -1.286 0.386 -1.716
C -0.180 -3.701 -0.245 -1.556
C -2.509 -4.018 -2.826 -1.900
H -4.241 -2.098 -2.976 0.389
H -3.316 -1.707 -4.420 0.409
H -3.217 -0.588 -3.109 0.424
H -0.925 -1.195 -4.001 0.429
H -1.119 -2.858 -4.622 0.493
H 1.203 -2.384 -3.764 0.401
H 0.515 -3.710 -3.094 0.313
H 0.656 -0.828 -2.048 0.378
H 1.546 -2.270 -1.581 0.424
H 0.852 -1.213 0.558 0.403
H -0.654 -1.550 1.351 0.340
H -0.459 -0.288 0.017 0.424
H 0.107 -3.716 0.806 0.421
H 0.662 -4.133 -0.787 0.270
H -1.089 -4.276 -0.426 0.248
H -1.717 -4.560 -3.342 0.343
H -3.281 -4.125 -3.588 0.501
H -2.785 -4.580 -1.934 0.367
C 2.871 7.932 4.573 -0.912
S 2.667 6.785 5.976 0.471
O 1.876 5.581 5.393 -0.623
C 4.443 6.135 5.957 -0.827
H 1.906 8.407 4.396 0.303
H 3.379 7.468 3.727 0.334
H 3.593 8.679 4.904 0.363
H 5.054 6.951 5.570 0.265
H 4.605 5.185 5.449 0.293
H 4.819 5.975 6.968 0.332


Record 7
10
Properties=species:S:1:pos:R:3:mulliken_charge:R:1 method="wB97M-V/def2-TZVPD" energy_ha=-993.36040 orbital_gap_ev=8.64 total_charge=0 homo_energy_ev=-8.627 lumo_energy_ev=0.01 multiplicity=1
C 0.723 -1.351 -0.563 0.228
C 0.434 0.468 0.835 -0.902
C -0.814 0.873 0.102 -0.069
O -0.712 0.647 -1.309 -0.359
P -0.122 -0.833 -1.844 -0.063
Cl 1.457 -2.654 0.049 -0.145
H 0.408 0.004 1.739 0.416
H 1.396 0.777 0.390 0.391
H -1.690 0.154 0.316 0.233
H -1.079 1.916 0.286 0.270


Record 8
36
Properties=species:S:1:pos:R:3:mulliken_charge:R:1 method="wB97M-V/def2-TZVPD" energy_ha=-745.41344 orbital_gap_ev=8.52 total_charge=0 homo_energy_ev=-8.243 lumo_energy_ev=0.28 multiplicity=1
C -2.831 -1.456 -2.273 -0.963
C -1.516 -1.908 -1.611 0.230
O -1.450 -2.500 -0.497 -0.659
N -0.378 -1.848 -2.385 -0.115
C 1.026 -2.118 -1.941 -0.956
H -3.127 -2.311 -2.881 0.378
H -2.720 -0.690 -3.041 0.413
H -3.527 -0.985 -1.579 0.341
H -0.466 -1.269 -3.208 0.290
H 1.527 -2.728 -2.693 0.324
H 1.179 -2.506 -0.934 0.346
H 1.634 -1.218 -1.849 0.340
C 1.513 0.197 2.723 -0.737
C 2.368 1.285 2.016 0.541
O 3.552 1.195 2.111 -0.652
N 1.748 2.178 1.214 -0.204
C 2.349 3.135 0.368 -1.141
H 1.605 -0.667 2.064 0.142
H 0.455 0.407 2.878 0.283
H 1.880 -0.184 3.676 0.421
H 0.797 1.897 1.017 0.405
H 2.135 2.880 -0.670 0.280
H 3.420 3.265 0.518 0.398
H 2.019 4.169 0.474 0.321
C -1.154 -0.702 2.226 -1.869
C -0.883 0.234 1.092 1.064
O -0.179 1.148 1.350 -0.679
N -1.429 0.051 -0.043 0.067
C -1.095 0.892 -1.158 -0.813
H -1.299 -0.033 3.075 0.507
H -0.193 -1.158 2.467 0.452
H -2.028 -1.354 2.226 0.348
H -2.017 -0.738 -0.268 0.182
H -1.674 1.810 -1.262 0.366
H -1.173 0.373 -2.113 0.189
H -0.069 1.255 -1.089 0.161


Record 9
38
Properties=species:S:1:pos:R:3:mulliken_charge:R:1 method="wB97M-V/def2-TZVPD" energy_ha=-2251.42502 orbital_gap_ev=5.11 total_charge=-1 homo_energy_ev=-3.503 lumo_energy_ev=1.61 multiplicity=1
C -0.509 -1.587 0.741 0.153
C -0.679 -2.368 1.877 -0.107
N -0.706 -3.096 2.804 -0.774
C -1.426 -1.695 -0.336 1.134
C -1.163 -1.055 -1.602 -1.088
C -2.193 -0.742 -2.457 0.009
C -3.419 -1.454 -2.368 -0.441
N -4.219 -1.578 -3.548 0.915
O -5.178 -2.384 -3.543 -0.667
O -3.931 -0.883 -4.554 -0.665
C -3.613 -2.289 -1.250 -0.258
C -2.652 -2.429 -0.260 -1.011
H 0.506 -1.196 0.562 0.096
H -0.125 -0.794 -1.835 0.561
H -2.033 -0.085 -3.310 0.460
H -4.493 -2.904 -1.295 0.459
H -2.845 -3.105 0.573 0.353
F 1.733 3.434 5.371 -0.233
C 2.107 2.888 4.181 0.705
F 1.591 3.700 3.216 -0.231
F 3.464 2.858 4.114 -0.207
S 1.343 1.181 4.101 -0.105
N 1.544 0.829 2.423 -0.049
C 0.433 0.776 1.603 0.075
O -0.728 0.609 1.980 -0.664
C 0.999 1.015 0.225 0.321
C 2.321 0.592 0.116 0.945
C 3.104 0.893 -1.013 -0.768
C 2.479 1.636 -2.033 -0.361
C 1.151 2.062 -1.840 -1.148
C 0.325 1.456 -0.909 -0.401
S 2.923 -0.061 1.691 1.133
O 4.115 0.605 2.106 -0.633
O 2.721 -1.454 1.972 -0.573
H 4.133 0.533 -1.064 0.433
H 2.933 1.890 -2.983 0.436
H 0.754 2.825 -2.476 0.452
H -0.766 1.375 -0.979 0.742


Record 10
56
Properties=species:S:1:pos:R:3:mulliken_charge:R:1 method="wB97M-V/def2-TZVPD" energy_ha=-4645.60797 orbital_gap_ev="5.27 / 5.26" total_charge=-1 homo_energy_ev="-4.272 / -4.345" lumo_energy_ev="1.00 / 0.91" multiplicity=2
Pt -0.099 0.883 -0.720 0.943
I 0.458 1.804 -3.481 0.597
C -0.849 3.448 -3.003 1.131
C -1.171 4.262 -4.042 -0.846
C -1.963 5.403 -3.784 -0.765
C -2.354 5.680 -2.511 -0.818
C -2.014 4.823 -1.434 1.130
C -2.416 5.122 -0.113 -0.834
C -2.094 4.274 0.907 -0.920
C -1.392 3.084 0.652 -0.642
C -0.986 2.729 -0.613 0.167
C -1.269 3.636 -1.671 0.191
H -0.810 4.066 -5.041 0.105
H -2.229 6.056 -4.602 0.375
H -2.936 6.568 -2.297 0.341
H -2.978 6.027 0.066 0.328
H -2.393 4.504 1.921 0.381
H -1.174 2.420 1.489 0.420
Te -2.118 -0.398 -1.788 0.029
Te -2.478 0.409 -4.302 -0.389
Te 1.614 2.786 -5.674 -0.418
Te 2.179 2.209 -1.295 -0.335
C 2.120 0.380 4.455 -0.405
C 2.806 0.640 3.278 -0.758
C 2.353 0.107 2.083 0.001
C 1.223 -0.706 2.025 -0.334
C 0.558 -0.967 3.217 -0.038
C 0.995 -0.427 4.420 -0.710
Ge 0.573 -1.352 0.259 0.200
C -0.936 -2.512 0.794 -0.150
C -0.852 -3.901 0.781 -0.334
C -1.920 -4.688 1.189 -0.631
C -3.096 -4.096 1.623 -0.443
C -3.195 -2.714 1.649 -0.828
C -2.125 -1.938 1.237 -0.035
C 1.958 -2.585 -0.399 -0.376
C 1.772 -3.221 -1.623 -0.258
C 2.712 -4.105 -2.125 -0.582
C 3.871 -4.365 -1.407 -0.412
C 4.077 -3.736 -0.191 -0.622
C 3.126 -2.856 0.306 -0.020
H 2.461 0.805 5.391 0.370
H 3.688 1.269 3.290 0.371
H 2.892 0.332 1.166 0.469
H -0.319 -1.604 3.217 0.281
H 0.454 -0.642 5.332 0.376
H 0.059 -4.380 0.448 0.311
H -1.832 -5.767 1.167 0.373
H -3.932 -4.707 1.936 0.352
H -4.110 -2.240 1.985 0.403
H -2.215 -0.853 1.266 0.519
H 0.876 -3.018 -2.199 0.359
H 2.543 -4.587 -3.080 0.384
H 4.611 -5.051 -1.798 0.353
H 4.981 -3.931 0.376 0.374
H 3.296 -2.378 1.265 0.268


Record 11
11
Properties=species:S:1:pos:R:3:mulliken_charge:R:1 method="wB97M-V/def2-TZVPD" energy_ha=-339.08784 orbital_gap_ev=7.24 total_charge=-1 smiles="C=C(O)NN[O-]" homo_energy_ev=-2.779 lumo_energy_ev=4.46 multiplicity=1
C -1.291 -0.743 -1.300 -0.779
C -0.451 -0.419 -0.363 0.328
O 0.455 -1.418 0.209 -0.602
N -0.268 0.891 0.212 -0.360
N 1.261 1.156 0.442 -0.279
O 1.978 0.356 1.360 -0.712
H -1.222 -1.838 -1.697 0.209
H -1.992 -0.019 -1.675 0.319
H 1.200 -0.943 0.909 0.432
H -0.741 0.896 1.070 0.228
H 1.070 2.081 0.832 0.216